ORCA calculation (ωB97M-V/def2-TZVPD) on a 10-piece molecular cluster, C54H120N3O28P7 overall.

```
212
Properties=species:S:1:pos:R:3
C 2.2354 12.9074 -1.4737
C 1.1379 11.8864 -1.6040
O 1.5505 10.6868 -0.9535
P 0.4379 9.7516 -0.2797
O -0.4181 8.9675 -1.1860
O -0.2955 10.7922 0.7022
C -1.7292 10.7671 0.7773
C -2.1375 12.1474 1.2600
O 1.2871 8.8806 0.7189
C 0.6150 7.7382 1.3881
C 1.1714 6.5307 0.6948
H 3.1590 12.6134 -1.9671
H 1.8752 13.8727 -1.8388
H 2.5095 13.1178 -0.4350
H 0.1347 12.2236 -1.3447
H 1.1292 11.6755 -2.6818
H -2.1992 10.5406 -0.1858
H -2.0541 9.9111 1.3743
H -3.1903 12.3961 1.1358
H -1.8725 12.2094 2.3191
H -1.5639 12.9564 0.8063
H 0.9535 7.8185 2.4190
H -0.4636 7.8873 1.3654
H 1.1003 6.5106 -0.3922
H 2.2163 6.3673 0.9541
H 0.6052 5.6330 0.9766
C 3.5105 3.2443 0.4122
C 3.3917 1.8814 1.1361
O 2.2338 1.1269 0.7359
P 2.3952 -0.4371 0.4570
O 2.9322 -0.7706 -0.8839
O 3.3522 -0.9496 1.6291
C 3.5936 -2.3671 1.6312
C 4.9066 -2.8239 0.9284
O 0.9759 -1.0315 0.8816
C -0.1880 -0.9568 0.0500
C -0.8035 0.4438 0.1178
H 3.3061 4.0510 1.1102
H 4.5172 3.4057 0.0215
H 2.8939 3.2587 -0.4878
H 4.2984 1.2948 1.0071
H 3.2897 2.1629 2.1831
H 3.5052 -2.7511 2.6408
H 2.9441 -2.8915 0.9249
H 4.9016 -2.7487 -0.1531
H 5.7600 -2.3148 1.3787
H 4.9490 -3.8699 1.2441
H 0.1870 -1.2001 -0.9475
H -0.9308 -1.6927 0.3488
H -0.4976 1.0770 0.9484
H -0.6020 1.0542 -0.7678
H -1.8924 0.4007 0.0809
C 1.5042 -2.9774 -5.0640
C 1.0229 -4.4149 -4.7534
O 1.1000 -4.8114 -3.3939
P 1.4263 -6.3405 -3.0093
O 2.4789 -6.9606 -3.7919
O 1.6719 -6.2426 -1.4107
C 0.6447 -5.9268 -0.4876
C 0.3024 -4.4651 -0.3109
O -0.0023 -7.0226 -3.1041
C -0.1161 -8.4487 -2.9594
C -1.4471 -8.8748 -2.3515
H 2.5777 -2.9947 -4.8665
H 1.3012 -2.7543 -6.1046
H 1.1001 -2.2399 -4.3702
H 0.0289 -4.6137 -5.1570
H 1.7319 -5.0293 -5.3174
H -0.2366 -6.5742 -0.5605
H 1.0460 -6.3572 0.4405
H -0.0593 -4.0512 -1.2545
H -0.3972 -4.3508 0.5143
H 1.2038 -3.8769 -0.1229
H 0.1566 -8.9988 -3.8574
H 0.6135 -8.6926 -2.1791
H -1.7032 -8.0749 -1.6554
H -2.2496 -8.9972 -3.0777
H -1.3155 -9.8193 -1.8283
C -4.8474 -4.6598 -8.7316
C -5.0982 -3.7042 -7.5719
O -3.8770 -2.9778 -7.2979
P -2.5787 -3.6919 -6.6676
O -2.5481 -5.1477 -6.4043
O -1.4668 -3.2930 -7.7223
C -0.7919 -4.1825 -8.6373
C 0.7250 -4.1777 -8.4362
O -2.2150 -2.7144 -5.4600
C -2.9819 -2.9015 -4.2401
C -2.2845 -2.0474 -3.2113
H -5.8196 -4.9737 -9.1222
H -4.3622 -4.1108 -9.5404
H -4.2269 -5.5159 -8.4802
H -5.8114 -2.9227 -7.8275
H -5.3713 -4.2129 -6.6447
H -1.1411 -5.2094 -8.7117
H -0.9888 -3.6778 -9.5806
H 1.0857 -3.1607 -8.2863
H 1.0772 -4.8059 -7.6197
H 1.1991 -4.5384 -9.3507
H -3.9755 -2.4568 -4.3493
H -2.9906 -3.9734 -4.0457
H -2.9011 -1.8325 -2.3440
H -1.3289 -2.5025 -2.9308
H -1.9691 -1.1541 -3.7528
C -2.7878 -0.5651 9.3679
C -1.5822 -0.6923 8.4497
O -2.0227 -0.6257 7.0764
P -1.0929 0.1321 6.0311
O 0.0605 0.7970 6.6365
O -2.1053 1.1598 5.3115
C -2.1153 1.2463 3.8607
C -1.8211 2.7234 3.5674
O -0.7400 -0.9304 4.8768
C -0.0637 -2.1396 5.3066
C 0.7779 -2.5150 4.1026
H -2.5467 -0.6114 10.4296
H -3.3593 0.3432 9.1688
H -3.5120 -1.3737 9.2266
H -0.9362 0.1297 8.7415
H -1.1800 -1.6918 8.6023
H -1.4704 0.5231 3.3612
H -3.0578 0.9417 3.3897
H -1.7738 2.7586 2.4735
H -2.6150 3.3635 3.9327
H -0.8330 2.9351 3.9677
H 0.5053 -1.9340 6.2148
H -0.7754 -2.9486 5.4794
H 1.4829 -1.7593 3.7600
H 1.4431 -3.3207 4.4402
H 0.1293 -2.8603 3.3010
C 4.9207 -6.9507 3.0035
C 3.7129 -6.5939 3.8305
O 3.7723 -7.2860 5.0713
P 2.4576 -7.9531 5.6889
O 1.2529 -7.9631 4.8177
O 2.9672 -9.4146 6.0842
C 2.1481 -10.6298 6.0080
C 2.3865 -11.4834 7.1958
O 2.3353 -7.1602 7.0541
C 1.1586 -6.5072 7.5011
C 1.6465 -5.2980 8.3051
H 5.8881 -6.7916 3.4832
H 4.9764 -7.9850 2.6554
H 4.9844 -6.3630 2.0835
H 3.7527 -5.5070 3.9724
H 2.7727 -6.6781 3.2832
H 1.1331 -10.2972 5.7994
H 2.6402 -11.0651 5.1342
H 2.2858 -10.9459 8.1417
H 1.7043 -12.3371 7.2185
H 3.3624 -11.9691 7.2582
H 0.4173 -6.2169 6.7547
H 0.6131 -7.1904 8.1631
H 1.7697 -4.4625 7.6139
H 0.8395 -4.9978 8.9789
H 2.5522 -5.5109 8.8622
C -1.7356 3.9800 -0.7744
C -2.7104 5.1095 -1.1156
O -2.6869 6.1428 -0.1337
P -3.9918 6.7060 0.5267
O -3.8553 7.8499 1.4337
O -5.0020 6.9778 -0.7005
C -4.8888 8.1935 -1.4181
C -3.7567 8.2672 -2.4080
O -4.7391 5.4342 1.1794
C -4.8862 5.2419 2.5771
C -5.8630 4.1581 2.9436
H -1.8507 3.3023 -1.6164
H -0.7434 4.4263 -0.6894
H -1.9599 3.5440 0.1979
H -2.4392 5.5251 -2.0864
H -3.6980 4.6515 -1.2074
H -5.8324 8.3634 -1.9483
H -4.8984 9.0856 -0.7818
H -2.8025 8.2029 -1.8762
H -3.7648 7.3976 -3.0726
H -3.7594 9.1426 -3.0536
H -3.8896 5.0167 2.9888
H -4.9663 6.1782 3.1439
H -5.5948 3.8163 3.9425
H -6.8811 4.5459 2.9718
H -5.7829 3.3494 2.2183
C -3.4117 0.9806 -2.0518
C -4.2739 0.4471 -1.0328
C -5.3682 1.2643 -0.9581
N -5.2671 2.1675 -1.9691
C -4.1274 1.9746 -2.6907
H -2.4126 0.6088 -2.1927
H -3.9579 -0.4027 -0.4495
H -6.1960 1.2238 -0.2710
H -5.9808 2.7141 -2.4231
H -3.8055 2.6251 -3.4870
C 2.3500 2.4253 -5.6603
C 3.3980 3.0170 -4.8741
C 3.3488 2.3662 -3.6867
N 2.5386 1.2794 -3.7467
C 1.9552 1.2994 -4.9924
H 2.1358 2.5564 -6.7106
H 4.0061 3.8800 -5.0868
H 3.9115 2.6620 -2.8123
H 2.4218 0.6470 -2.9698
H 1.1095 0.6565 -5.1882
C 6.9561 1.9638 -1.1175
C 7.0533 0.7592 -0.3655
C 6.7989 -0.2900 -1.2230
N 6.6642 0.2013 -2.4941
C 6.5939 1.5755 -2.3801
H 7.0982 2.9814 -0.7966
H 7.3549 0.7978 0.6701
H 6.7614 -1.3255 -0.9318
H 6.4097 -0.3151 -3.3144
H 6.4364 2.1929 -3.2506
```

Properties
Net charge: 0
Orbital gap: 0.30541 hartree
SMILES string: CCOP(=O)(OCC)OCC.CCOP(=O)(OCC)OCC.CCOP(=O)(OCC)OCC.CCOP(=O)(OCC)OCC.CCOP(=O)(OCC)OCC.CCOP(=O)(OCC)OCC.CCOP(=O)(OCC)OCC.c1cc[nH]c1.c1cc[nH]c1.c1cc[nH]c1

ORCA calculation (ωB97M-V/def2-TZVPD) on a 8-piece molecular cluster, C54H122N6O10 overall.

```
192
Properties=species:S:1:pos:R:3
C 3.5839 -1.3687 4.9718
C 2.4969 -1.9291 4.0286
C 1.9962 -0.9060 3.0563
C 3.0219 -3.2254 3.3987
C 1.9512 -4.1127 2.7407
C 0.8873 -4.4998 3.6731
C 0.2084 -3.2746 4.3184
C -0.5958 -2.4801 3.3587
C -0.7219 -3.6697 5.4546
N 1.4060 -2.4781 4.9417
O 0.7827 -1.3819 5.6053
H 4.5412 -1.5859 4.3848
H 3.4228 -0.3532 5.3559
H 3.5770 -2.0360 5.8872
H 1.2980 -1.2433 2.2975
H 1.5289 -0.1027 3.6738
H 2.8259 -0.4262 2.4378
H 3.8379 -3.0559 2.7116
H 3.5724 -3.7428 4.1548
H 1.5560 -3.5413 1.8621
H 2.4157 -4.9842 2.2254
H 1.2796 -5.0649 4.5473
H 0.1180 -5.1736 3.2897
H -0.2707 -2.4933 2.3166
H -0.6073 -1.4583 3.7558
H -1.6345 -2.8905 3.4281
H -1.2519 -2.7989 5.8237
H -0.2285 -4.2532 6.2693
H -1.4509 -4.3594 5.0282
H 1.0183 -1.5962 6.4784
C 1.8905 5.0237 2.7273
C 2.8067 5.2131 3.9394
C 2.2957 6.4630 4.6951
C 2.7665 3.9893 4.8437
C 3.5738 2.8313 4.2485
C 5.0337 3.2746 4.0671
C 5.2351 4.5090 3.2414
C 6.7301 4.9022 3.4735
C 5.1608 4.1469 1.7731
N 4.2587 5.5152 3.6628
O 4.4836 6.6418 2.8213
H 2.0660 4.1564 2.1080
H 0.8564 5.0798 2.9725
H 2.1296 5.9223 2.1927
H 2.3340 7.3514 4.0144
H 1.1690 6.4265 4.8916
H 2.8349 6.7107 5.5958
H 3.1305 4.1974 5.8711
H 1.7005 3.7092 5.0101
H 3.5869 1.9244 4.8149
H 3.1612 2.6125 3.3182
H 5.6557 2.4865 3.6505
H 5.4700 3.4629 5.0278
H 6.8841 5.7889 2.8421
H 7.2993 4.0246 3.1389
H 6.7898 5.0856 4.5531
H 4.9604 5.0433 1.1174
H 4.3589 3.4397 1.5826
H 6.1466 3.7879 1.4997
H 4.9395 7.2289 3.4425
C -5.2962 -0.6852 3.4491
C -4.8884 -0.7593 1.9468
C -3.4362 -0.1687 1.6887
C -4.9902 -2.2350 1.6376
C -4.9851 -2.5153 0.0971
C -6.2057 -1.7691 -0.4607
C -6.0671 -0.2494 -0.2038
C -5.0430 0.2736 -1.2350
C -7.4570 0.4373 -0.7350
N -5.8587 0.0257 1.1852
O -5.5098 1.4219 1.4127
H -4.8773 0.1891 4.0202
H -6.3683 -0.6323 3.4365
H -4.9302 -1.5088 4.0076
H -3.4196 0.8673 1.4931
H -2.8019 -0.3658 2.5542
H -2.9466 -0.7959 0.8544
H -4.1717 -2.7307 2.1746
H -5.8929 -2.6501 2.0002
H -4.0034 -2.3342 -0.3284
H -5.0681 -3.5772 -0.0668
H -7.1097 -2.1781 0.0700
H -6.2544 -1.9762 -1.5314
H -4.0465 -0.1726 -1.1449
H -4.9550 1.3973 -1.2417
H -5.3769 0.0626 -2.2476
H -8.1858 0.3894 0.0828
H -7.6439 -0.0302 -1.6994
H -7.2635 1.4803 -0.9361
H -6.2862 1.9012 1.6059
C -3.6133 -5.0645 -5.4458
C -2.3492 -4.2994 -5.4150
C -1.2567 -5.2261 -4.9347
C -1.9693 -3.7988 -6.8409
C -2.7620 -2.6525 -7.3390
C -2.8006 -1.5349 -6.3601
C -3.2079 -1.9201 -4.9426
C -2.8919 -0.7935 -3.9590
C -4.6769 -2.1959 -4.9035
N -2.3489 -3.0805 -4.5714
O -2.8526 -3.4883 -3.3038
H -3.9876 -5.2471 -4.4552
H -4.3647 -4.5245 -6.0294
H -3.4365 -6.0610 -5.7595
H -1.1195 -6.1261 -5.6044
H -0.2821 -4.7609 -4.9609
H -1.5288 -5.5537 -3.9389
H -0.9171 -3.5636 -6.7721
H -1.9606 -4.6949 -7.4949
H -2.3981 -2.3283 -8.3389
H -3.8214 -2.9558 -7.5885
H -3.3773 -0.6653 -6.7612
H -1.7266 -1.1439 -6.2930
H -3.2237 -1.0469 -2.9868
H -3.4411 0.0970 -4.2481
H -1.8587 -0.4883 -4.0358
H -4.9110 -2.7791 -4.0533
H -5.0668 -2.6454 -5.8126
H -5.1902 -1.2215 -4.8866
H -2.0665 -3.3692 -2.7193
C 3.8587 4.2271 -2.7157
O 2.5804 3.7216 -2.5746
C 1.9204 4.2826 -1.4081
C 0.4639 4.1591 -1.7654
N -0.3983 4.3162 -0.6324
C -1.8288 4.2144 -0.8929
C -2.5498 4.3621 0.4399
O -2.1021 3.2139 1.2412
C -2.3274 3.3531 2.6284
H 4.4526 4.0646 -1.8535
H 3.9487 5.3545 -2.7937
H 4.2795 3.6926 -3.5791
H 2.3177 5.3022 -1.2647
H 2.2663 3.6445 -0.5358
H 0.3792 3.1916 -2.3295
H 0.1793 5.0436 -2.3582
H -0.2513 3.5638 0.1061
H -2.1070 3.2314 -1.3398
H -2.1575 4.9340 -1.6325
H -3.6382 4.3149 0.2717
H -2.2474 5.2518 1.0800
H -1.9287 4.2747 2.9899
H -1.8588 2.4647 3.1185
H -3.4249 3.3327 2.8653
C 6.9652 0.7293 -0.3997
O 5.6393 0.9535 0.0534
C 4.5561 0.1376 -0.4401
C 3.9501 0.8022 -1.6643
N 2.7856 0.1098 -2.1546
C 2.9844 -0.9270 -3.1809
C 1.5574 -1.1629 -3.8484
O 1.1150 0.0210 -4.5235
C 1.7492 0.3099 -5.8061
H 6.9378 0.5620 -1.4904
H 7.4243 -0.1479 0.1285
H 7.5452 1.5985 -0.1779
H 3.8563 0.1326 0.3639
H 4.9363 -0.8723 -0.5989
H 4.8117 0.9075 -2.3983
H 3.8459 1.8661 -1.3968
H 2.1843 0.7780 -2.5348
H 3.4641 -1.7945 -2.6736
H 3.6301 -0.6273 -4.0084
H 0.7733 -1.3766 -3.1024
H 1.5377 -1.9982 -4.5457
H 2.6697 0.8633 -5.7850
H 1.0504 0.9782 -6.3889
H 1.7879 -0.6707 -6.3410
C 0.5352 1.1988 1.0949
C -0.1483 0.0273 0.4055
C -1.1425 0.4045 -0.6935
O 0.7801 -0.8495 -0.2390
H -0.1917 1.9985 1.3481
H 1.3337 1.5681 0.3739
H 1.0513 0.9012 1.9472
H -0.6785 -0.6297 1.0821
H -1.9021 1.1056 -0.3438
H -1.5972 -0.4924 -1.1190
H -0.6692 0.9261 -1.5121
H 1.4076 -0.3120 -0.8435
C -0.9591 -5.3148 -0.9008
C -0.0640 -4.0959 -1.0102
C 1.1691 -4.3921 -1.9160
O -0.7767 -2.9389 -1.5317
H -1.0460 -5.7728 -1.8254
H -1.9534 -5.0480 -0.5438
H -0.5422 -6.1074 -0.2167
H 0.3017 -3.8522 -0.0258
H 0.8954 -4.7280 -2.9028
H 1.8377 -5.0629 -1.3454
H 1.6666 -3.4658 -2.1372
H -0.4172 -2.1932 -1.0400
```

Properties
Net charge: 0
Orbital gap: 0.32768 hartree
SMILES string: CC1(C)CCCC(C)(C)N1O.CC1(C)CCCC(C)(C)N1O.CC1(C)CCCC(C)(C)N1O.CC1(C)CCCC(C)(C)N1O.COCCNCCOC.COCCNCCOC.CC(C)O.CC(C)O

Energy across the listed records, respectively: -6790.6415; -3211.2694 a.u..
Energy above the lowest of the compared OMol25 structures with the same formula, charge and spin across the listed records, respectively: 2.8876; 1.0376 eV.
E_HOMO across the listed records, respectively: -7.94; -8.31 eV.